Density functional theory data (ωB97M-V with the def2-TZVPD basis set) for C43H59Cl2N4O3SeW as an isolated structure.

As for the spin multiplicity: 1. The HOMO-LUMO gap is 5.6 eV. As for the LUMO energy: -10.38 eV. The charge is +3. For the energy above the lowest of the compared OMol25 structures with the same formula, charge and spin, the calculation gives 0.00 kJ/mol.

The geometry in XYZ format:
```
113
C43H59Cl2N4O3SeW | the OMol25 dataset | ωB97M-V with the def2-TZVPD basis set
C 0.929 0.123 -4.304
C -3.531 -3.431 -0.269
H -1.107 -3.229 2.102
C -1.059 0.672 1.865
C -0.186 -3.854 -2.133
C -0.685 -4.339 0.272
C -0.964 2.170 3.680
H 0.845 -3.796 -2.474
H -2.241 -4.519 1.751
H 4.303 -0.355 -4.580
H -4.188 0.746 3.140
H 2.983 1.641 4.854
H 1.885 3.856 4.186
H 1.725 4.186 5.913
C 1.532 -0.750 -1.305
C -4.102 1.213 2.157
C -0.909 1.543 -2.209
H -4.449 3.775 2.829
C 2.477 -0.493 -2.317
H 1.742 0.127 3.724
H -5.069 1.659 1.920
C 0.159 0.137 2.281
H -3.019 -2.236 1.297
H -2.571 -4.522 -1.869
O -1.612 0.103 0.761
H 6.434 -1.127 -2.049
C 2.235 -0.530 -3.843
H 4.539 -0.108 -2.609
H -2.742 -1.880 -2.836
C -3.481 3.392 3.152
H 0.963 1.203 -4.159
H -0.446 -4.911 -2.112
C 2.259 1.555 5.669
C -1.268 2.713 -2.874
H -3.850 3.367 0.472
H 0.128 1.342 -1.988
H -3.730 -4.422 0.142
H 3.169 -2.497 -3.953
Cl -6.422 -0.879 -0.792
H -3.903 0.439 1.415
H -2.793 4.238 3.180
H 0.315 4.307 4.869
H -0.940 2.665 6.393
C -3.024 2.310 2.170
C 5.693 -0.188 -0.209
H 3.519 1.202 -4.250
H 2.703 2.026 6.545
H 0.812 -0.049 -5.374
H -2.875 3.862 -3.708
H -0.576 -2.257 -3.557
N -0.274 -3.309 -0.735
H 2.113 0.500 5.909
H -6.905 1.432 -2.396
H 5.487 1.983 -0.127
C -0.001 2.134 6.546
C 3.358 0.186 -4.613
C 0.263 1.651 4.117
H 7.018 -0.159 1.482
C -2.887 2.955 0.783
H 0.191 -4.770 0.756
C 6.085 1.232 -0.647
H 6.279 -2.238 -0.679
C -1.629 -3.738 1.297
H 2.197 -2.073 -5.364
N -1.805 0.637 -1.827
C 1.229 3.740 5.051
H -2.163 3.771 0.805
C 2.252 -2.005 -4.277
O 0.169 -0.853 -1.534
C -2.588 2.966 -3.173
C -4.982 2.212 -2.870
C -1.102 -3.074 -3.071
C -5.835 1.305 -2.299
C 5.961 -0.335 1.289
C 3.271 -0.734 0.412
H -4.441 -2.850 -0.196
H 0.480 2.568 7.423
H -3.984 -3.629 -2.357
C 3.787 -0.323 -1.868
C -3.096 -3.581 -1.729
H -0.226 1.089 6.767
H -3.604 3.000 4.162
H 1.404 -2.557 -3.869
C -5.343 0.210 -1.557
O -3.376 -0.924 -0.713
H 5.398 0.394 1.877
H -1.515 -3.725 -3.843
C 0.815 0.584 3.408
C -3.991 0.039 -1.428
Cl -5.604 3.551 -3.734
C 1.954 -0.881 0.018
W -1.432 -1.180 -0.581
C 0.942 2.257 5.338
C -3.571 2.061 -2.737
N -2.493 -2.758 0.595
H 3.074 0.249 -5.663
H 7.133 1.411 -0.409
H 7.597 -1.065 -0.732
H 5.731 -1.340 1.650
C 6.544 -1.219 -0.967
H 5.963 1.377 -1.721
H -1.392 2.978 4.253
C -3.119 0.932 -2.041
H -2.566 2.231 0.035
Se 0.668 -1.414 1.324
H 3.544 -0.859 1.451
C -1.674 1.714 2.576
H 0.680 -3.038 -0.521
N -2.184 -2.493 -2.244
H 0.042 -0.268 -3.806
C 4.224 -0.415 -0.545
H -1.187 -5.148 -0.254
H -0.491 3.408 -3.159
```

Atom charges from the Mulliken analysis, given in e for atoms 1 to 6: -1.51, -0.77, 0.35, -0.20, -1.03, -0.39